This record from the OMol25 dataset describes a molecular structure, C20H17N6O4S3Ti. The level of theory is ωB97M-V/def2-TZVPD.

```
51
Properties=species:S:1:pos:R:3:forces:R:3:lowdin_spin:R:1
Ti 0.2829 -0.5391 0.7952 0.205 0.015 0.329 0.9338
S 1.8916 1.4246 1.8592 0.245 0.111 0.111 0.4481
C 2.4203 0.5766 3.2675 -0.324 0.076 -0.474 0.0263
S 0.9712 -0.1821 3.7019 -0.103 0.007 0.263 0.4968
C 3.6700 0.5319 3.8210 0.025 -0.094 0.066 0.0034
C 3.9294 -0.3122 4.9393 0.073 0.109 0.007 0.0074
N 4.1564 -1.0008 5.8353 -0.027 -0.055 -0.013 0.0018
C 4.7649 1.1995 3.2013 0.001 0.056 0.107 0.0069
N 5.6574 1.7339 2.7054 0.007 -0.039 -0.037 0.0022
C -6.3301 1.2264 -3.4047 0.005 0.000 -0.002 0.0000
C -5.1166 1.5413 -2.5715 -0.005 0.020 -0.010 0.0000
C -4.4955 2.7812 -2.6545 0.000 -0.009 0.008 0.0000
C -3.3871 3.0777 -1.8704 -0.008 0.000 0.010 0.0000
C -2.8990 2.1245 -0.9950 -0.017 0.033 0.011 -0.0001
C -3.5006 0.8746 -0.8988 -0.014 -0.014 -0.014 0.0000
C -4.6020 0.5936 -1.6867 0.009 -0.006 0.016 0.0000
S -1.4859 2.4692 0.0274 -0.173 -0.063 0.056 0.0019
O -1.9144 2.4091 1.3943 -0.020 -0.023 0.027 0.0015
O -0.9073 3.6967 -0.4666 -0.010 -0.053 -0.018 0.0010
N -0.5555 1.1913 -0.2380 0.378 0.334 -0.217 0.0121
C 0.2276 1.0923 -1.3625 -0.133 0.007 -0.096 0.0045
C 0.2725 1.9091 -2.5100 -0.031 -0.036 0.107 0.0007
C 1.1405 1.5578 -3.5170 0.024 -0.004 -0.032 0.0011
C 1.9573 0.4314 -3.4018 -0.004 0.020 -0.026 0.0005
C 1.8590 -0.3093 -2.2461 -0.010 -0.051 0.049 0.0007
N 1.0219 0.0119 -1.2635 -0.002 -0.090 0.023 0.0027
H -6.4163 1.9090 -4.2500 -0.002 0.000 0.000 0.0000
H -7.2428 1.3148 -2.8109 0.000 -0.002 0.002 0.0000
H -6.2887 0.2073 -3.7907 0.000 -0.001 0.000 0.0000
H -4.8773 3.5258 -3.3440 -0.004 -0.003 -0.003 0.0000
H -2.8968 4.0402 -1.9341 0.013 -0.006 0.006 0.0000
H -3.0924 0.1284 -0.2268 0.001 -0.005 -0.003 0.0000
H -5.0667 -0.3835 -1.6206 0.000 -0.001 -0.003 0.0000
H -0.3429 2.7912 -2.5761 -0.014 0.008 0.003 0.0000
H 1.1904 2.1710 -4.4089 0.000 0.000 -0.001 0.0001
H 2.6480 0.1469 -4.1822 -0.001 0.002 -0.003 0.0000
H 2.4622 -1.1944 -2.0800 0.002 0.000 0.005 0.0000
O -0.9690 -1.6095 1.5917 -0.193 -0.054 0.002 -0.0169
O -0.7479 -2.0538 0.2124 -0.040 -0.007 -0.115 0.0352
C 2.5353 -4.8919 3.0418 -0.005 -0.002 -0.001 0.0004
N 2.6347 -3.6630 2.2836 -0.020 -0.040 0.004 0.0055
C 3.7417 -2.8495 2.1894 0.025 -0.018 -0.021 0.0000
C 3.3396 -1.7520 1.4970 0.000 0.052 -0.091 0.0046
N 2.0079 -1.8736 1.1775 0.136 -0.236 -0.033 0.0028
C 1.6205 -3.0393 1.6590 0.002 0.091 -0.030 0.0118
H 3.4250 -5.4983 2.8818 -0.003 -0.004 -0.013 0.0000
H 1.6636 -5.4461 2.7018 -0.002 0.001 0.007 0.0001
H 2.4321 -4.6790 4.1056 0.010 0.005 0.000 0.0002
H 4.6881 -3.1176 2.6247 -0.004 0.004 0.006 -0.0002
H 3.9122 -0.8838 1.2171 -0.014 0.005 0.006 0.0015
H 0.6101 -3.4103 1.5805 0.021 -0.038 0.026 0.0016
```
Forces are in eV/Å.

Results
LUMO energy (alpha / beta) (hartree): 0.092 / 0.034
Frontier orbital gap (alpha / beta) (eV): 6.41 / 6.14
Expectation value of S²: 2.009
Net charge: -1
HOMO level (alpha / beta) (eV): -3.90 / -5.21
Multiplicity: 3
F_max (eV Å⁻¹): 0.6
Electronic energy (hartree): -3445.95271


This record from the OMol25 dataset describes C25H27Cl2F2I2NO5P2SSi in the gas phase. The level of theory is ωB97M-V/def2-TZVPD.

```
68
Properties=species:S:1:pos:R:3:forces:R:3:lowdin_charge:R:1
C 5.6769 4.5390 -0.5968 0.236 -0.273 0.019 -0.1259
C 5.5093 3.2559 -1.3452 -0.223 0.034 0.050 -0.7148
Cl 6.7902 2.8237 -2.3969 0.230 -0.122 -0.182 0.7388
C 4.4475 2.4594 -1.2519 0.896 0.053 -0.357 -0.6759
Cl 3.1414 2.9218 -0.1987 -0.231 0.017 0.148 0.7754
N 4.2962 1.2658 -1.9889 -1.050 -0.415 0.008 0.0244
C 4.1686 0.0408 -1.2221 0.369 0.179 0.066 -0.3511
O 5.0938 -0.5764 -0.8029 0.164 0.080 0.269 0.1516
C 2.7299 -0.3258 -1.2096 -0.315 -0.203 -0.011 -0.1116
C 2.0482 -1.2197 -0.4024 0.413 0.043 0.041 -0.3912
P 2.8805 -2.2024 0.9147 -0.614 -0.695 0.106 0.9099
P 3.7079 -0.7226 2.2950 0.912 0.061 -0.473 0.2352
O 5.1390 -0.4188 2.1526 -0.206 -0.020 0.120 -0.3081
O 3.3655 -1.3310 3.7349 -0.107 -0.142 0.048 -0.1793
O 2.7138 0.5075 2.1857 -0.196 0.011 0.144 -0.1765
C 0.6671 -1.3542 -0.6256 -0.092 0.414 -0.067 -0.4550
S -0.2776 -2.4211 0.4397 -0.183 -0.012 0.029 0.9001
C 0.0048 -0.6374 -1.6637 0.406 -0.073 -0.219 -0.0425
C -1.5099 -0.8799 -1.7901 0.173 0.055 0.101 -0.4942
F -1.7343 -2.2282 -1.6776 0.005 -0.062 -0.197 0.0089
F -1.9243 -0.6064 -3.0561 0.088 0.246 -0.497 0.0561
C -2.3777 -0.0798 -0.8134 -0.113 -0.089 0.292 -0.1600
C -3.2299 -0.8858 0.1844 -0.050 0.710 0.233 -0.2385
Si -3.2284 -0.1485 1.9258 0.228 -0.251 0.178 0.5736
C -1.5331 0.4523 2.4618 -0.221 0.081 0.069 -0.1731
C -4.3911 1.3168 2.0341 0.141 -0.131 0.004 -0.1620
C -3.7544 -1.5287 3.0854 -0.080 0.056 0.017 -0.2493
C -5.0400 -2.0709 2.9938 0.082 0.063 0.001 -0.0973
C -5.4574 -3.0845 3.8399 0.110 -0.045 0.064 -0.0873
C -4.5880 -3.5801 4.8027 -0.022 0.034 -0.037 -0.0918
C -3.3046 -3.0706 4.9026 0.079 0.080 -0.098 -0.0869
C -2.8932 -2.0545 4.0491 -0.166 -0.009 -0.060 -0.0955
C 0.7410 0.2508 -2.4980 -0.329 -0.274 0.275 -0.1216
C 0.2781 1.1012 -3.6713 -0.001 -0.455 -0.372 -0.6990
I -1.1339 2.6246 -3.1159 -0.089 -0.049 0.153 0.9610
C -0.0505 0.2801 -4.9530 -0.202 0.358 0.265 -0.7751
C -1.2302 0.7242 -5.7974 0.232 -0.335 -0.156 -0.2445
I 1.6649 0.2611 -6.2680 0.088 -0.182 -0.046 0.9208
C 2.0994 0.3844 -2.2053 -0.157 0.067 -0.262 -0.0490
C 3.1130 1.2840 -2.8390 0.503 -0.141 0.245 -0.3469
O 3.0848 1.8856 -3.8664 -0.062 0.595 0.101 0.0785
H 4.8366 5.1998 -0.7834 -0.086 0.119 0.078 0.0768
H 5.7562 4.3276 0.4677 -0.161 0.075 0.138 0.0847
H 6.6026 5.0113 -0.8997 0.027 0.172 -0.091 0.0631
H 4.0767 -2.5673 0.2842 0.181 0.391 -0.089 -0.0545
H 4.1013 -1.9051 3.9873 -0.028 0.021 0.264 0.0815
H 3.1071 1.2628 2.6481 -0.144 0.168 -0.089 0.0864
H 0.3663 -2.1105 1.5634 0.237 -0.021 0.086 -0.1455
H -1.7391 0.6278 -0.2907 0.236 0.033 -0.039 0.0843
H -3.0330 0.5252 -1.4323 -0.011 0.082 -0.115 0.0978
H -4.2713 -0.8406 -0.1319 -0.119 -0.372 -0.144 0.0791
H -2.9161 -1.9167 0.2780 -0.094 -0.131 -0.143 0.0367
H -1.6260 0.9315 3.4368 -0.041 0.039 0.121 0.0427
H -1.1581 1.2167 1.7831 0.157 0.003 -0.099 0.0308
H -0.7967 -0.3396 2.5630 0.104 -0.026 -0.111 -0.0011
H -4.7192 1.4798 3.0581 -0.039 -0.019 0.128 0.0341
H -3.8552 2.2132 1.7250 -0.052 0.134 -0.153 0.0302
H -5.2718 1.1932 1.4087 -0.113 0.048 -0.069 0.0290
H -5.7206 -1.6830 2.2464 -0.138 -0.017 -0.041 0.1006
H -6.4495 -3.5024 3.7603 -0.132 0.030 -0.054 0.1004
H -4.9185 -4.3595 5.4723 -0.002 -0.105 0.059 0.1000
H -2.6142 -3.4594 5.6358 0.024 -0.059 0.116 0.1002
H -1.8905 -1.6617 4.1377 0.118 0.019 0.068 0.0879
H 1.1229 1.7248 -3.9133 -0.126 0.178 -0.032 -0.0032
H -0.1511 -0.7530 -4.6699 -0.116 -0.328 -0.015 0.0590
H -1.2720 0.0988 -6.6852 -0.021 -0.063 -0.083 0.0584
H -2.1621 0.5854 -5.2632 -0.180 0.195 0.219 0.0538
H -1.1080 1.7490 -6.1323 -0.124 0.175 0.078 0.0559
```
Forces are in eV/Å.

Results
LUMO energy (hartree): -0.034
Frontier orbital gap (eV): 8.27
SMILES string: C/C(Cl)=C(\Cl)N1C(=O)c2c(PP(=O)(O)O)c(S)c(C(F)(F)CC[Si](C)(C)c3ccccc3)c([C@H](I)[C@@H](C)I)c2C1=O
Net charge: 0
HOMO level (eV): -9.19
F_max (eV Å⁻¹): 1.1
Electronic energy (hartree): -4485.81311


This record from the OMol25 dataset describes a molecular structure, C16H60N10O14. The level of theory is ωB97M-V/def2-TZVPD.

```
100
Properties=species:S:1:pos:R:3:forces:R:3:lowdin_charge:R:1
C 3.4713 -0.4150 4.2982 1.654 -0.163 -1.479 -0.1295
O 2.2583 -0.0570 3.6608 -0.195 0.794 0.975 -0.1430
H 4.0388 0.4513 4.6371 -0.357 -0.008 0.649 0.0843
H 3.4516 -1.2448 5.0035 -0.920 0.470 0.475 0.0866
H 4.1460 -0.8387 3.5440 -0.044 -0.009 -0.308 0.0752
H 2.2695 0.8836 3.4701 0.096 0.129 0.262 0.0951
C 4.2900 1.0421 -4.1319 -0.509 0.602 -0.786 -0.1360
O 3.1814 0.9403 -3.2526 0.754 1.179 0.788 -0.1526
H 4.6357 2.0762 -4.2153 -0.421 0.284 0.615 0.0798
H 5.2081 0.5268 -3.8465 -0.374 -0.744 0.027 0.0842
H 3.9556 0.8817 -5.1589 0.331 -0.762 -0.079 0.0785
H 2.5923 0.1883 -3.3504 0.368 -0.439 -0.723 0.0319
C 0.8132 4.1537 -2.0081 1.065 0.069 0.071 -0.1566
O 1.3024 4.7153 -0.8002 -0.677 0.376 0.350 -0.1396
H -0.0748 4.6833 -2.3473 -0.007 0.007 0.240 0.0829
H 1.6318 4.2987 -2.7190 -0.334 -0.342 -0.578 0.0777
H 0.6167 3.0900 -1.8569 -0.207 -0.047 -0.324 0.0681
H 1.9518 4.1011 -0.4498 0.456 -0.178 -0.104 0.0516
C 1.9556 -2.6480 1.2999 1.429 -2.777 1.615 -0.1099
O 1.6987 -2.0662 2.5911 1.239 -1.615 -1.300 -0.1643
H 3.0387 -2.6817 1.1887 0.110 -0.067 0.013 0.1050
H 1.5759 -3.6682 1.3592 0.002 -0.215 -0.623 0.1102
H 1.5295 -2.0147 0.5218 1.656 -3.106 -0.366 0.0092
H 0.7490 -1.9702 2.7295 -0.232 -0.542 -0.071 0.0441
C -1.6595 -2.4304 1.3926 -1.703 -2.891 -1.056 -0.0628
O -1.3917 -2.2426 2.7577 5.331 -7.269 -5.518 -0.1965
H -0.7233 -2.2787 0.8495 -4.399 -5.120 -1.544 0.0350
H -1.9591 -3.4404 1.1035 -0.666 -0.055 0.522 0.1209
H -2.3344 -1.6829 0.9728 -0.127 -0.035 0.139 0.1162
H -2.2275 -1.9715 3.1485 0.559 -4.007 -1.971 -0.0666
C 3.7421 1.4417 -0.1890 -0.392 -0.380 0.758 -0.1491
O 3.3725 2.5876 -0.9124 0.294 0.126 -0.360 -0.1196
H 3.1624 1.4799 0.7328 0.134 -0.177 0.192 0.0772
H 3.4690 0.5172 -0.7019 -0.038 0.032 -0.120 0.0573
H 4.8049 1.3855 0.0600 0.076 0.226 -0.070 0.0819
H 3.5183 2.3574 -1.8375 -0.302 0.102 -0.168 0.0484
C 0.1697 -2.9060 5.1294 0.818 -0.229 0.474 -0.1104
O 0.0297 -1.7449 4.3349 0.642 0.427 2.339 -0.1691
H -0.6697 -3.5949 5.0449 -0.076 0.124 -0.423 0.0824
H 1.0725 -3.4390 4.8257 -0.027 -0.186 0.052 0.0916
H 0.2436 -2.6708 6.1944 0.078 0.150 0.028 0.0900
H 0.9136 -1.3764 4.2206 0.049 0.578 0.596 0.0533
C -1.7714 4.2587 1.2254 -0.131 2.873 0.253 -0.7238
O -1.9134 5.4658 0.9799 0.295 -0.399 -0.434 -0.0195
N -2.6237 3.6504 2.0450 -0.383 -1.243 0.646 0.1641
N -0.7335 3.5250 0.8290 0.878 -0.502 -0.501 0.1865
H -2.5606 2.6390 2.0807 -0.881 0.360 0.455 0.0757
H -3.3517 4.2263 2.4271 -0.147 -0.440 -0.019 0.1116
H -0.0479 3.9542 0.2105 -0.200 -0.162 0.276 0.0618
H -0.7671 2.5415 1.0219 0.436 -0.072 -0.259 0.0573
C -3.3425 1.2763 -0.1640 5.084 3.798 4.035 -0.7692
O -3.4845 1.1091 1.0484 -1.140 -0.049 -0.002 0.0130
N -2.1356 1.1268 -0.7292 1.339 2.315 1.442 0.1517
N -4.2419 1.8860 -0.9304 -2.352 2.410 -1.371 0.1822
H -2.0437 1.1197 -1.7315 0.588 0.613 0.692 -0.0010
H -1.3530 0.9488 -0.1126 -0.345 -0.264 -0.171 0.0753
H -4.0441 1.9584 -1.9130 -0.121 0.286 0.050 0.1220
H -5.0560 2.3533 -0.5727 0.148 -0.120 0.297 0.1393
C -0.9699 1.4003 -3.9843 -0.502 0.318 -1.175 -0.6029
O -1.5910 0.8245 -3.1006 0.465 -0.461 -1.500 0.0150
N 0.0472 0.8605 -4.6891 0.126 -0.178 0.280 0.1945
N -1.3234 2.6330 -4.4545 -0.040 -0.071 0.455 0.1767
H 0.3810 -0.0674 -4.4732 0.036 0.309 0.134 0.0814
H 0.4458 1.4377 -5.4071 0.364 -0.469 -0.014 0.1077
H -0.7918 3.0515 -5.1962 -0.317 0.204 0.038 0.1029
H -2.2291 2.9880 -4.2039 0.181 0.198 0.014 0.1148
C -4.0268 -1.6777 -1.0846 1.214 -0.075 -1.216 -0.6830
O -3.4672 -2.6462 -1.5959 -0.115 -0.383 0.326 0.0036
N -5.0532 -1.7474 -0.2263 -0.989 -0.983 0.888 0.1830
N -3.5859 -0.4219 -1.2845 -2.068 -4.614 -1.952 0.1329
H -5.1965 -2.6447 0.2057 -0.344 0.156 -0.050 0.1117
H -5.7181 -1.0083 -0.0869 0.197 -0.013 0.247 0.1090
H -2.9301 -0.2650 -2.0347 -0.500 -0.400 0.170 0.0981
H -4.1262 0.3021 -0.8426 -1.262 -2.461 -1.894 0.0200
C -3.4586 -1.3686 3.7101 -3.299 2.005 -0.211 -0.6503
O -4.6801 -1.2360 3.5883 0.221 -0.634 0.917 0.0227
N -2.8217 -2.3038 4.4611 -1.873 -0.449 3.044 0.1795
N -2.6162 -0.6663 2.9413 -4.472 7.095 1.047 0.1535
H -1.8155 -2.3229 4.4207 -0.607 -0.461 1.655 0.0617
H -3.4057 -3.0117 4.8711 0.246 -0.011 0.107 0.1386
H -1.6778 -1.0254 2.9088 1.516 4.041 -0.433 -0.0148
H -3.0606 0.0423 2.3603 0.170 -0.211 0.084 0.0872
C 3.0649 -2.5080 -2.5712 -0.174 -0.357 0.272 -0.0722
C 2.8759 -2.4871 -4.0622 -0.078 -0.639 0.065 -0.2764
O 1.9599 -1.4275 -4.3186 -0.326 0.429 -0.301 -0.1142
H 3.5161 -3.4496 -2.2579 0.480 0.237 0.015 0.0918
H 2.0851 -2.5209 -2.0911 0.235 -0.220 -0.526 0.0504
H 3.5753 -1.6239 -2.1889 0.295 -0.164 -0.009 0.0757
H 2.4652 -3.4568 -4.3556 -0.294 0.102 -0.147 0.1179
H 3.7943 -2.3778 -4.6433 0.126 0.317 0.181 0.1177
H 1.7309 -1.3675 -5.2514 0.267 -0.295 -0.110 0.0973
C 0.6072 -0.8820 -0.7822 -0.716 0.099 -0.580 -0.0181
C 0.3626 -0.9090 0.7148 2.488 4.177 0.209 -0.3489
O -0.0562 0.3808 1.1622 -0.596 0.729 0.017 -0.0557
H 1.0732 0.0647 -1.0645 -0.030 0.142 0.150 0.0914
H -0.2796 -0.9980 -1.4044 -0.318 0.049 0.094 0.0874
H 1.2811 -1.6639 -1.1356 -0.380 0.316 0.555 0.0331
H 1.3095 -1.1441 1.2098 -1.531 3.885 -0.133 0.0521
H -0.2818 -1.6749 1.1544 4.090 4.976 0.624 -0.0072
H 0.2383 0.4613 2.0743 -0.089 0.048 0.067 0.0943
```
Forces are in eV/Å.

Results
LUMO energy (hartree): -0.011
Frontier orbital gap (eV): 7.74
Net charge: 0
HOMO level (eV): -8.04
F_max (eV Å⁻¹): 10.6
Electronic energy (hartree): -2245.99655